Formula: C34H32BiClF6N3O2Te
Source: the Open Molecules 2025 dataset
Level of theory: wB97M-V/def2-TZVPD

Geometry as ORCA input:
```
! RIJCOSX wB97M-V def2-TZVPD def2/J DEFGRID3
* xyz -1 1
Bi 0.043 -1.037 1.263
Cl 4.402 1.495 -4.275
C 3.403 1.373 -2.835
C 3.799 2.270 -1.774
C 3.009 2.739 -0.815
C 0.810 1.200 -0.888
O 0.190 0.724 0.251
C 1.527 0.074 -1.725
C 0.445 -0.797 -2.305
N -0.559 -1.212 -1.654
C -1.400 -2.142 -2.269
C -0.893 -3.321 -2.759
C -1.748 -4.301 -3.306
C -3.096 -4.103 -3.360
C -3.651 -2.900 -2.860
C -5.038 -2.630 -2.891
C -5.505 -1.449 -2.395
C -4.576 -0.528 -1.863
N -3.288 -0.733 -1.816
C -2.808 -1.908 -2.305
C 2.440 0.453 -2.825
H 4.853 2.518 -1.740
H 3.495 3.339 -0.056
H 0.562 -1.065 -3.359
H 0.176 -3.487 -2.690
H -1.317 -5.220 -3.681
H -3.757 -4.853 -3.777
H -5.711 -3.369 -3.310
H -6.560 -1.210 -2.401
H -4.929 0.418 -1.461
H 2.371 -0.178 -3.704
F 3.487 -3.402 -0.682
Te 2.912 -1.589 -0.641
F 3.769 -1.835 1.047
F 3.390 0.213 0.038
F 4.508 -1.303 -1.612
F 2.290 -2.296 -2.403
O 1.336 -2.258 0.205
C 1.606 7.027 -0.409
C 1.371 5.542 -0.418
C 0.923 4.905 -1.644
C 0.934 3.579 -1.812
C 0.417 3.055 -3.130
C 1.491 2.639 -0.691
C 1.212 3.333 0.683
C 1.521 4.788 0.671
N 0.862 2.674 1.709
C 0.594 3.198 3.065
C 1.886 3.424 3.863
C -0.329 4.426 3.080
C -0.169 2.067 3.765
H 1.827 7.398 -1.411
H 2.436 7.292 0.245
H 0.718 7.556 -0.051
H 0.594 5.540 -2.461
H 0.388 3.871 -3.852
H -0.600 2.668 -3.027
H 1.030 2.260 -3.542
H -0.028 1.444 -1.550
H 1.854 5.243 1.587
H 2.474 4.267 3.513
H 2.508 2.529 3.812
H 1.640 3.605 4.912
H 0.138 5.335 2.710
H -0.662 4.610 4.104
H -1.210 4.226 2.467
H 0.451 1.173 3.833
H -1.067 1.822 3.194
H -0.467 2.367 4.773
F 3.973 -0.346 6.204
C 3.162 -0.452 5.121
C 3.395 0.369 4.034
C 2.563 0.264 2.930
C 1.516 -0.655 2.914
C 1.319 -1.463 4.027
C 2.140 -1.375 5.148
H 4.224 1.064 4.055
H 2.744 0.893 2.070
H 0.512 -2.193 4.046
H 2.000 -2.002 6.019
*
```

The HOMO-LUMO gap is 0.2692 Ha. The value obtained for the relative energy (zero: lowest compared OMol25 entry of this formula, charge and spin) is 137.9 kcal per mole. The calculated total energy comes out at -86301.82189 eV. The value obtained for the HOMO energy is -0.192 Eh.

***

Formula: C34H32Br2Cl3F3GeMnN5O3Sb
Source: the Open Molecules 2025 dataset
Level of theory: wB97M-V/def2-TZVPD

Geometry as ORCA input:
```
! RIJCOSX wB97M-V def2-TZVPD def2/J DEFGRID3
* xyz 2 6
Mn -0.439 1.167 0.746
C 2.402 -0.277 -1.222
C 2.522 -0.255 0.272
C 3.769 -0.447 0.900
C 3.878 -0.350 2.263
C 2.727 -0.110 3.047
C 2.713 0.028 4.459
Br 4.318 -0.085 5.435
C 1.544 0.252 5.120
C 0.329 0.312 4.413
Br -1.266 0.610 5.356
C 0.285 0.151 3.049
O -0.864 0.144 2.342
C 1.515 -0.013 2.340
N 1.427 -0.038 0.977
H 3.292 -0.697 -1.683
H 2.285 0.742 -1.603
H 1.541 -0.876 -1.525
H 4.639 -0.643 0.290
H 4.839 -0.459 2.747
H 1.535 0.376 6.194
N -0.659 1.566 -1.372
C -0.644 3.048 -1.497
C -0.428 3.562 -2.919
C 0.882 3.212 -3.634
C 2.152 3.846 -3.061
N 2.027 5.278 -2.827
C 2.329 6.257 -3.658
N 2.820 6.021 -4.878
N 2.129 7.521 -3.274
C 0.274 3.658 -0.417
O 0.708 4.792 -0.559
O 0.429 2.932 0.628
H 0.108 1.151 -1.896
H -1.525 1.203 -1.769
H -1.647 3.376 -1.201
H -0.547 4.646 -2.888
H -1.252 3.192 -3.533
H 0.768 3.523 -4.675
H 1.040 2.129 -3.675
H 3.008 3.642 -3.706
H 2.403 3.417 -2.091
H 1.546 5.484 -1.946
H 2.992 5.086 -5.199
H 3.139 6.775 -5.461
H 1.826 7.729 -2.338
H 2.347 8.294 -3.877
F -4.690 -5.520 5.288
C -3.944 -4.835 4.425
C -3.620 -3.523 4.720
C -2.845 -2.816 3.816
C -2.418 -3.434 2.644
C -2.743 -4.762 2.372
C -3.521 -5.471 3.269
Sb -1.256 -2.349 1.281
C -2.394 -2.092 -0.466
C -1.755 -1.706 -1.646
C -2.488 -1.487 -2.801
C -3.863 -1.649 -2.744
F -4.573 -1.427 -3.848
C -4.523 -2.031 -1.590
C -3.779 -2.245 -0.442
C 0.395 -3.501 0.636
C 1.543 -3.526 1.428
C 2.646 -4.262 1.033
C 2.577 -4.961 -0.161
F 3.639 -5.666 -0.549
C 1.452 -4.956 -0.966
C 0.353 -4.213 -0.562
H -3.972 -3.076 5.640
H -2.585 -1.786 4.030
H -2.399 -5.251 1.468
H -3.800 -6.500 3.090
H -0.674 -1.612 -1.680
H -2.021 -1.217 -3.739
H -5.597 -2.148 -1.602
H -4.283 -2.540 0.470
H 1.584 -2.979 2.364
H 3.545 -4.312 1.632
H 1.443 -5.533 -1.880
H -0.536 -4.208 -1.180
Cl -3.906 1.579 -0.955
Ge -2.951 1.572 0.995
Cl -4.002 0.093 2.132
Cl -3.254 3.478 1.883
*
```

The HOMO-LUMO gap (alpha / beta) is 0.2170 / 0.2143 Ha. The value obtained for the relative energy (zero: lowest compared OMol25 entry of this formula, charge and spin) is 13.4 kcal per mole. Its expectation value of S² is 9.14. The calculated total energy comes out at -329541.17494 eV. The value obtained for the HOMO energy (alpha / beta) is -0.468 / -0.475 Eh.

***

Formula: C34H32F48O8S
Source: the Open Molecules 2025 dataset
Level of theory: wB97M-V/def2-TZVPD

Geometry as ORCA input:
```
! RIJCOSX wB97M-V def2-TZVPD def2/J DEFGRID3
* xyz 0 1
F -8.559 20.160 3.140
C -8.986 18.937 3.507
F -10.347 18.937 3.564
C -8.489 17.885 2.534
F -8.769 18.221 1.246
F -9.139 16.727 2.804
C -6.991 17.645 2.579
O -6.681 16.987 3.802
C -5.455 16.390 3.853
F -5.482 15.587 4.931
F -5.217 15.627 2.767
C -4.294 17.383 4.025
F -4.605 18.217 5.049
F -3.164 16.722 4.311
H -8.644 18.727 4.524
H -6.455 18.595 2.534
H -6.797 17.012 1.715
H -4.146 18.006 3.138
F -16.955 15.137 3.542
C -17.211 15.597 2.291
F -18.302 14.985 1.786
C -17.394 17.116 2.254
F -18.542 17.462 2.890
F -17.552 17.354 0.925
C -16.265 17.872 2.922
O -14.986 17.344 2.629
C -14.266 17.886 1.593
F -14.765 17.489 0.410
F -14.271 19.229 1.652
C -12.845 17.381 1.820
F -12.739 16.076 1.598
F -12.006 18.041 0.936
H -16.373 15.286 1.662
H -16.411 17.831 3.997
H -16.366 18.925 2.648
H -12.467 17.735 2.781
F -18.454 13.252 5.526
C -19.477 14.042 5.929
F -20.493 13.269 6.348
C -19.033 14.967 7.063
F -18.753 14.257 8.187
F -20.096 15.758 7.339
C -17.843 15.794 6.654
O -17.586 16.796 7.630
C -17.012 17.894 7.160
F -15.961 17.648 6.343
F -17.907 18.584 6.368
C -16.675 18.820 8.322
F -15.839 18.229 9.189
F -16.078 19.939 7.828
H -19.806 14.630 5.066
H -18.125 16.270 5.707
H -16.934 15.223 6.489
H -17.594 19.126 8.822
F -12.808 20.552 -1.956
C -11.636 19.901 -1.827
F -11.445 19.142 -2.932
C -10.490 20.899 -1.658
F -10.783 21.595 -0.520
F -10.478 21.789 -2.667
C -9.158 20.192 -1.574
O -8.062 21.135 -1.612
C -7.465 21.396 -0.425
F -8.353 21.667 0.544
F -6.733 20.318 -0.026
C -6.547 22.606 -0.598
F -6.047 22.927 0.633
F -5.541 22.351 -1.439
H -11.692 19.248 -0.951
H -8.993 19.661 -2.511
H -9.062 19.497 -0.743
H -7.092 23.492 -0.930
F -20.347 17.384 -1.425
C -20.681 17.081 -2.700
F -21.202 18.179 -3.287
C -19.458 16.604 -3.474
F -18.611 17.660 -3.642
F -19.853 16.234 -4.712
C -18.677 15.535 -2.749
O -19.612 14.624 -2.200
C -19.093 13.613 -1.466
F -18.499 12.690 -2.276
F -18.145 14.073 -0.637
C -20.258 12.928 -0.756
F -19.824 11.987 0.108
F -20.951 13.843 -0.054
H -21.442 16.299 -2.646
H -18.085 16.024 -1.975
H -17.963 15.042 -3.413
H -20.883 12.441 -1.507
F -16.782 19.340 -1.588
C -16.373 20.604 -1.939
F -15.722 20.518 -3.105
C -17.577 21.533 -2.135
F -18.301 21.111 -3.198
F -17.078 22.766 -2.409
C -18.505 21.562 -0.943
O -17.707 21.785 0.204
C -18.223 21.330 1.366
F -19.479 21.811 1.531
F -18.275 19.981 1.337
C -17.349 21.825 2.513
F -17.626 21.124 3.638
F -16.053 21.651 2.185
H -15.778 20.910 -1.078
H -19.034 20.606 -0.915
H -19.282 22.316 -1.088
H -17.544 22.875 2.737
O -11.969 22.747 6.955
S -12.770 22.633 5.764
O -12.940 23.749 4.868
C -12.191 21.218 4.765
C -13.178 20.106 4.961
C -14.551 20.788 5.115
C -14.370 21.860 6.168
H -11.134 21.026 4.944
H -12.197 21.640 3.756
H -13.274 19.420 4.115
H -13.009 19.456 5.821
H -15.302 20.083 5.475
H -14.915 21.176 4.167
H -14.057 21.454 7.133
H -15.143 22.614 6.276
*
```

The HOMO-LUMO gap is 0.3883 Ha. The calculated total energy comes out at -193433.08345 eV. The value obtained for the HOMO energy is -0.377 Eh. Its SMILES is FC(F)C(F)(F)COC(F)(F)C(F)F.FC(F)C(F)(F)COC(F)(F)C(F)F.FC(F)C(F)(F)COC(F)(F)C(F)F.FC(F)C(F)(F)COC(F)(F)C(F)F.FC(F)C(F)(F)COC(F)(F)C(F)F.FC(F)C(F)(F)COC(F)(F)C(F)F.O=S1(=O)CCCC1.